# 1
16
Properties=species:S:1:pos:R:3:forces:R:3 method="wB97M-V/def2-TZVPD" multiplicity=1 homo_lumo_gap_ev=8.357 e_lumo_ev=0.35 homo_ev=-8.01 relative_energy_kcal_mol=116.2 smiles="C=Cc1cncn1C" e_tot_ev=-9326.668 max_force_ev_per_a=9.056
C 1.9385 -0.7057 -0.5437 -9.02 0.18 0.80
C 1.0511 0.3433 -0.9836 8.12 -0.96 -2.21
C -0.2142 0.5443 -0.6948 -4.51 0.59 1.73
C -1.1979 1.3479 -1.2364 -0.32 -2.50 1.48
N -2.3997 0.9775 -0.6221 -0.26 2.84 -2.43
C -2.1202 0.1883 0.3041 2.87 -2.62 4.23
N -0.7181 -0.1127 0.3670 -1.37 0.13 0.48
C 0.2189 -0.5655 1.3937 0.01 -3.61 3.63
H 1.6036 -1.8014 0.0327 0.48 3.74 -1.98
H 2.8505 -0.8596 -0.7649 6.58 -0.01 -2.18
H 1.2225 1.2954 -1.6345 1.68 -2.07 0.70
H -1.0126 2.0536 -1.9811 -0.49 0.86 -1.25
H -2.6617 -0.2124 1.1689 -0.53 0.34 -0.85
H -0.2508 -0.5227 2.4737 0.72 0.83 -2.06
H 1.4328 -0.1764 1.3581 -4.27 -0.72 0.09
H 0.2573 -1.7939 1.3628 0.31 2.97 -0.18

# 2
17
Properties=species:S:1:pos:R:3:forces:R:3 method="wB97M-V/def2-TZVPD" multiplicity=1 homo_lumo_gap_ev=9.198 e_lumo_ev=0.78 homo_ev=-8.42 relative_energy_kcal_mol=108.0 e_tot_ev=-11374.662 max_force_ev_per_a=4.626
C 1.4494 -0.5891 0.3476 0.35 1.14 -0.98
C 1.6483 0.4521 -0.5261 -1.09 -1.16 -0.38
C 0.6563 0.5630 -1.7416 0.00 -0.31 -1.71
O -0.7645 0.6329 -1.2981 1.88 -0.76 -1.05
N -0.9620 1.7218 -0.4539 0.42 -0.45 0.27
C -1.2899 1.3039 0.7036 -1.11 -0.92 0.61
N -1.4858 0.0009 1.2480 -1.12 -0.44 0.14
C -0.9305 -1.2732 0.8565 -1.25 1.39 0.60
C 0.2860 -1.6074 0.4641 1.67 4.31 0.03
H 2.3290 -0.7162 0.9959 -0.72 -0.28 0.28
H 2.5395 1.1564 -0.4359 -1.35 -1.19 -0.18
H 0.8483 1.4434 -2.5290 -0.21 -1.72 2.05
H 0.7444 -0.4714 -2.3943 -0.49 2.62 1.77
H -1.6229 2.0993 1.3388 -0.03 0.23 0.60
H -2.3759 -0.1682 1.8649 2.54 1.05 -1.78
H -1.7075 -1.9846 1.0626 0.20 -0.81 -0.02
H 0.6378 -2.5636 0.4970 0.29 -2.70 -0.23

# 3
17
Properties=species:S:1:pos:R:3:forces:R:3 method="wB97M-V/def2-TZVPD" multiplicity=1 homo_lumo_gap_ev=9.625 e_lumo_ev=0.51 homo_ev=-9.11 relative_energy_kcal_mol=71.8 smiles="CC(=O)c1nccn1C" e_tot_ev=-11376.233 max_force_ev_per_a=16.865
C -2.4083 -1.0431 0.4308 -0.16 -0.50 -8.98
C -1.4762 -0.0713 -0.2347 -2.48 2.00 -3.25
O -2.0046 0.8938 -0.8901 2.57 -2.65 2.43
C -0.0120 -0.4323 -0.3157 -1.09 2.24 0.59
N 0.4696 -1.6325 -0.4567 -0.32 -0.46 0.24
C 1.8147 -1.5003 -0.2971 -11.37 11.52 1.75
C 2.1018 -0.1967 -0.0897 0.06 2.83 0.81
N 0.9553 0.5597 -0.1016 -1.83 -3.69 -0.20
C 0.7329 1.9538 0.1187 0.26 0.67 0.38
H -3.4286 -0.7436 0.2751 -0.28 -0.15 -0.13
H -2.1677 -1.1663 1.3128 2.07 -0.98 9.10
H -2.0880 -2.0621 -0.0202 -0.99 1.43 0.33
H 2.4666 -2.0328 -0.4074 11.95 -11.71 -2.11
H 2.9318 0.4138 0.1926 1.08 -0.51 -0.20
H -0.0360 2.3418 -0.5165 -0.33 -0.05 -0.57
H 1.6603 2.4042 -0.1251 0.84 0.84 -0.36
H 0.4883 2.3139 1.1247 0.01 -0.84 0.19